C2H7I3NSi | the ωB97M-V functional and the def2-TZVPD basis

Charge ... +1
HOMO energy ... -12.7 eV
Total energy ... -1317.49849 a.u.
Relative energy (zero: lowest compared OMol25 entry of this formula, charge and spin) ... 2.177 eV

XYZ file:
```
14
C2H7I3NSi (the ωB97M-V functional and the def2-TZVPD basis)
C -0.66 -0.36 -0.01
C -0.26 0.61 0.87
N 3.54 -0.26 -0.07
Si -2.88 0.03 -0.59
I -2.77 0.15 -3.11
I -3.53 -1.90 0.75
I -3.65 2.21 0.36
H -0.85 -1.27 0.51
H -0.34 -0.36 -0.98
H -0.31 0.37 2.02
H 0.15 1.51 0.62
H 3.65 0.35 -0.90
H 3.89 -1.21 -0.22
H 4.02 0.14 0.74
```

These are the Löwdin partial charges, in e, on atoms 1 to 6: -0.300, 0.086, -0.017, -0.589, 0.490, 0.595